# 1
ORCA calculation (the ωB97M-V functional and the def2-TZVPD basis) on a structure of composition C21H57B3F12O8V2 in a non-equilibrium geometry.

Calculated values
- Spin multiplicity: 7
- Orbital gap (spin up / spin down): 7.599 / 9.011 eV
- HOMO (spin up / spin down): -8.005 / -9.420 eV
- Max |F|: 4.70 eV/A
- ΔE to the lowest compared entry with this formula, charge and spin: 0.0 kcal/mol
- <S²>: 12.0064

Last column: Mulliken charge in e.
Cartesian coordinates (Å):
V (0.599, 0.313, 0.245)  -0.133
V (-2.745, -1.580, -1.344)  0.668
O (-1.165, -0.266, -0.865)  1.940
H (-1.388, 0.199, -1.695)  -0.683
B (-0.954, -3.316, -2.396)  0.480
F (0.239, -3.775, -2.624)  -0.246
F (-1.966, -4.210, -2.831)  -0.390
F (-1.205, -3.176, -1.090)  -0.402
F (-1.185, -2.083, -2.930)  -0.403
B (3.251, 0.836, 1.747)  -0.898
F (3.472, -0.153, 0.820)  -0.083
F (4.242, 1.772, 1.508)  -0.361
F (2.032, 1.452, 1.512)  0.153
F (3.112, 0.268, 2.994)  -0.423
B (-3.868, -0.537, 0.927)  -0.113
F (-4.595, -0.686, -0.244)  -0.319
F (-4.607, -0.624, 2.114)  -0.293
F (-2.787, -1.463, 0.935)  0.001
F (-3.192, 0.653, 0.851)  -0.472
C (1.252, -3.543, 1.132)  -0.982
C (0.406, -2.584, 2.044)  1.159
C (0.522, -2.912, 3.533)  -1.518
O (1.030, -1.289, 1.778)  0.633
H (0.867, -4.562, 1.086)  0.424
H (2.295, -3.501, 1.443)  0.334
H (1.143, -3.185, 0.108)  -0.098
H (-0.574, -2.511, 1.573)  -0.427
H (-0.163, -2.211, 4.010)  0.140
H (1.568, -2.875, 3.837)  0.456
H (0.267, -3.969, 3.617)  0.442
H (1.798, -1.135, 2.333)  -0.164
C (3.455, -2.139, -1.641)  -1.511
C (2.616, -0.972, -2.179)  1.862
C (2.007, -1.330, -3.587)  -1.195
O (1.477, -1.025, -1.410)  1.391
H (3.157, -3.064, -2.135)  0.471
H (3.497, -2.195, -0.553)  0.109
H (4.505, -1.994, -1.894)  0.430
H (3.115, -0.003, -2.208)  -0.635
H (1.165, -2.022, -3.590)  0.082
H (2.804, -1.770, -4.186)  0.446
H (1.610, -0.445, -4.084)  0.176
H (1.201, -1.937, -1.521)  -0.841
C (-0.293, 1.386, 3.960)  -1.377
C (-0.974, 2.023, 2.793)  0.591
C (-0.615, 3.545, 2.600)  -1.297
O (-0.789, 1.309, 1.546)  0.700
H (-0.391, 0.301, 3.934)  -0.084
H (-0.831, 1.773, 4.825)  0.495
H (0.755, 1.684, 3.949)  0.357
H (-2.004, 1.792, 3.067)  0.594
H (0.018, 3.615, 1.715)  0.040
H (0.098, 3.861, 3.361)  0.413
H (-1.558, 4.088, 2.664)  0.307
H (-1.721, 1.267, 1.320)  0.041
C (-4.783, 1.604, -2.602)  -1.188
C (-4.219, 0.690, -3.673)  0.272
C (-2.872, 1.194, -4.206)  -0.831
O (-4.008, -0.520, -3.117)  -0.292
H (-5.634, 1.221, -2.038)  0.327
H (-4.941, 2.610, -2.991)  0.427
H (-4.008, 1.796, -1.861)  0.086
H (-4.929, 0.492, -4.476)  0.413
H (-2.976, 2.236, -4.508)  0.431
H (-2.621, 0.631, -5.105)  0.362
H (-2.106, 1.067, -3.442)  -0.234
H (-4.654, -1.093, -3.535)  0.182
C (1.102, 2.170, -3.303)  -0.827
C (1.008, 2.959, -1.997)  0.836
C (-0.286, 3.627, -1.774)  -1.139
O (1.248, 2.038, -0.914)  -0.010
H (0.341, 1.391, -3.326)  -0.228
H (2.021, 1.600, -3.443)  0.069
H (1.081, 2.766, -4.216)  0.571
H (1.844, 3.653, -1.907)  0.181
H (-1.005, 2.877, -1.446)  -0.046
H (-0.726, 4.056, -2.674)  0.441
H (-0.173, 4.437, -1.053)  0.341
H (2.201, 2.133, -0.851)  0.045
C (-4.207, -3.492, 5.815)  -1.435
C (-4.119, -2.158, 4.971)  0.446
C (-2.982, -2.275, 3.964)  -0.601
O (-5.302, -1.895, 4.281)  -0.660
H (-5.107, -3.703, 6.392)  0.391
H (-3.285, -3.799, 6.308)  0.334
H (-4.454, -4.315, 5.144)  0.364
H (-3.896, -1.364, 5.684)  0.127
H (-2.764, -1.296, 3.537)  -0.175
H (-3.110, -3.011, 3.170)  0.290
H (-2.112, -2.502, 4.580)  0.316
H (-5.073, -1.379, 3.505)  0.682
C (5.575, 3.820, -1.855)  -1.514
C (5.024, 2.352, -1.871)  0.594
C (5.988, 1.155, -1.696)  -1.332
O (3.956, 2.132, -0.993)  -0.667
H (6.086, 4.036, -2.794)  0.361
H (6.272, 3.932, -1.025)  0.376
H (4.820, 4.574, -1.635)  0.319
H (4.673, 2.185, -2.889)  0.299
H (6.656, 0.953, -2.533)  0.378
H (5.523, 0.214, -1.399)  0.172
H (6.752, 1.345, -0.942)  0.428
H (4.178, 1.758, -0.137)  0.324

---

# 2
ORCA calculation (the ωB97M-V functional and the def2-TZVPD basis) on a cluster of 9 separate species, C21H57FIO15PS in total.

Calculated values
- SMILES: O=CO[C@](CCCI)(P(=O)(O)O)S(=O)(=O)F.CCO.CCO.CCO.CCO.CCO.CCO.CCO.CCO
- Spin multiplicity: 1
- Orbital gap: 8.954 eV
- HOMO: -8.591 eV
- Max |F|: 0.99 eV/A

Last column: Mulliken charge in e.
Cartesian coordinates (Å):
O (-0.437, -3.030, 4.633)  -0.486
C (-1.163, -3.258, 3.735)  0.135
O (-0.696, -3.626, 2.481)  -0.442
C (-0.234, -2.620, 1.586)  0.667
C (1.189, -2.200, 1.987)  -1.062
C (1.812, -0.929, 1.395)  -0.583
C (2.523, -1.083, 0.035)  -1.057
I (1.890, 0.331, -1.426)  -0.091
P (-1.393, -1.164, 1.544)  0.671
O (-1.144, -0.271, 2.676)  -0.759
O (-2.840, -1.820, 1.536)  -0.477
O (-1.214, -0.506, 0.114)  -0.385
S (-0.299, -3.526, -0.005)  1.155
O (-1.451, -4.362, -0.007)  -0.646
O (-0.009, -2.664, -1.093)  -0.423
F (0.946, -4.451, 0.178)  -0.241
H (-2.252, -3.262, 3.830)  0.444
H (1.165, -2.098, 3.070)  0.311
H (1.851, -3.041, 1.767)  0.605
H (1.106, -0.103, 1.368)  0.429
H (2.579, -0.629, 2.112)  0.324
H (2.422, -2.084, -0.374)  0.485
H (3.583, -0.875, 0.157)  0.593
H (-3.058, -2.193, 0.666)  0.368
H (-1.125, 0.457, 0.234)  0.387
C (1.188, -3.180, -5.657)  -1.027
C (0.532, -2.100, -4.820)  -0.035
O (1.106, -0.819, -5.087)  -0.372
H (2.258, -3.204, -5.464)  0.228
H (0.766, -4.164, -5.439)  0.414
H (1.055, -2.972, -6.719)  0.298
H (0.678, -2.278, -3.756)  0.012
H (-0.547, -2.069, -5.011)  0.244
H (0.983, -0.638, -6.025)  0.241
C (-4.446, -2.531, 7.330)  -1.075
C (-3.398, -1.862, 6.463)  -0.175
O (-3.629, -2.077, 5.073)  -0.336
H (-4.465, -3.606, 7.145)  0.242
H (-4.240, -2.370, 8.389)  0.345
H (-5.438, -2.129, 7.107)  0.371
H (-2.407, -2.264, 6.671)  0.242
H (-3.371, -0.785, 6.662)  0.252
H (-4.492, -1.698, 4.865)  0.179
C (1.872, 3.748, -5.812)  -1.035
C (2.196, 2.612, -4.859)  0.150
O (1.417, 2.667, -3.670)  -0.393
H (2.031, 4.711, -5.324)  0.153
H (2.496, 3.702, -6.705)  0.356
H (0.826, 3.703, -6.125)  0.354
H (3.235, 2.668, -4.535)  0.299
H (2.047, 1.643, -5.348)  -0.084
H (0.490, 2.591, -3.916)  0.224
C (5.460, -2.319, -7.673)  -1.045
C (4.208, -1.729, -8.294)  -0.295
O (3.200, -1.467, -7.322)  -0.374
H (5.221, -3.241, -7.143)  0.262
H (6.210, -2.538, -8.435)  0.362
H (5.898, -1.624, -6.953)  0.327
H (3.765, -2.429, -9.001)  0.289
H (4.451, -0.810, -8.839)  0.252
H (3.552, -0.843, -6.679)  0.223
C (2.665, 5.017, -0.453)  -0.689
C (1.332, 4.519, 0.067)  -0.348
O (1.401, 3.164, 0.504)  -0.359
H (3.011, 4.381, -1.269)  0.161
H (2.578, 6.042, -0.806)  0.101
H (3.423, 4.989, 0.334)  0.415
H (0.588, 4.533, -0.729)  0.213
H (0.974, 5.160, 0.879)  0.279
H (2.046, 3.109, 1.215)  0.253
C (1.554, 8.999, -3.609)  -1.213
C (1.945, 7.940, -2.594)  -0.038
O (1.209, 8.061, -1.380)  -0.515
H (1.708, 9.996, -3.195)  0.297
H (2.145, 8.904, -4.521)  0.352
H (0.499, 8.908, -3.875)  0.351
H (2.996, 8.043, -2.326)  0.322
H (1.803, 6.939, -3.016)  0.145
H (0.275, 7.961, -1.589)  0.303
C (-6.065, 2.370, 3.444)  -1.150
C (-5.092, 1.360, 4.021)  0.054
O (-5.743, 0.144, 4.394)  -0.506
H (-6.855, 2.591, 4.163)  0.284
H (-5.554, 3.299, 3.189)  0.356
H (-6.537, 1.980, 2.539)  0.339
H (-4.633, 1.742, 4.931)  0.293
H (-4.292, 1.144, 3.306)  0.029
H (-6.150, -0.228, 3.605)  0.287
C (-1.344, -5.442, 6.538)  -0.487
C (-1.626, -6.031, 7.907)  -0.478
O (-3.011, -5.982, 8.244)  -0.499
H (-1.683, -4.409, 6.490)  -0.118
H (-0.278, -5.467, 6.310)  0.366
H (-1.874, -6.005, 5.764)  0.315
H (-1.111, -5.463, 8.681)  0.288
H (-1.272, -7.067, 7.960)  0.308
H (-3.493, -6.490, 7.585)  0.295

---

# 3
ORCA calculation (the ωB97M-V functional and the def2-TZVPD basis) on a cluster of 9 separate species, C21H57N3O24S6 in total in a non-equilibrium geometry.

Calculated values
- SMILES: CCOS(C)(=O)=O.CCOS(C)(=O)=O.CCOS(C)(=O)=O.CCOS(C)(=O)=O.CCOS(C)(=O)=O.CCOS(C)(=O)=O.C[N+](=O)[O-].C[N+](=O)[O-].C[N+](=O)[O-]
- Spin multiplicity: 1
- Orbital gap: 9.999 eV
- HOMO: -10.518 eV
- Max |F|: 4.58 eV/A
- ΔE to the lowest compared entry with this formula, charge and spin: 31.1 kcal/mol

Last column: Mulliken charge in e.
Cartesian coordinates (Å):
C (17.871, 5.125, -22.992)  -0.636
N (18.817, 5.736, -23.969)  0.874
O (19.924, 5.183, -24.125)  -0.442
O (18.438, 6.738, -24.597)  -0.544
H (16.870, 5.370, -23.350)  0.309
H (18.159, 5.522, -22.019)  0.148
H (18.016, 4.048, -22.918)  0.301
C (20.907, 7.135, -21.012)  1.237
N (21.021, 5.943, -20.100)  1.266
O (21.754, 6.001, -19.127)  -0.514
O (20.290, 4.961, -20.345)  -0.645
H (20.123, 7.014, -21.760)  -0.629
H (21.908, 7.306, -21.409)  -0.351
H (20.679, 7.933, -20.306)  -0.335
C (20.811, 3.948, -16.832)  -0.531
N (20.221, 4.793, -15.754)  0.901
O (20.688, 4.765, -14.626)  -0.532
O (19.149, 5.446, -15.987)  -0.522
H (21.817, 4.299, -17.061)  0.260
H (20.291, 4.109, -17.777)  0.130
H (20.826, 2.889, -16.574)  0.318
O (17.832, 10.114, -22.932)  -0.632
S (17.073, 9.166, -22.170)  1.114
O (17.711, 8.008, -21.628)  -0.378
O (16.267, 10.039, -20.945)  -0.386
C (15.591, 9.193, -19.994)  -0.276
C (15.912, 9.689, -18.567)  -0.984
C (15.544, 8.725, -23.173)  -1.027
H (15.576, 8.114, -20.148)  0.387
H (14.507, 9.226, -20.096)  0.437
H (16.872, 9.328, -18.197)  -0.049
H (15.117, 9.449, -17.861)  0.441
H (15.941, 10.778, -18.537)  0.240
H (15.069, 9.676, -23.412)  0.371
H (14.932, 8.079, -22.543)  0.335
H (15.924, 8.148, -24.017)  0.348
O (22.315, 10.497, -19.739)  -0.619
S (22.145, 11.123, -21.027)  1.193
O (23.278, 11.858, -21.591)  -0.630
O (21.660, 9.942, -22.052)  0.138
C (21.579, 10.284, -23.350)  -0.734
C (21.854, 8.982, -24.217)  -0.610
C (20.585, 12.123, -20.897)  -0.970
H (22.331, 10.993, -23.697)  0.431
H (20.630, 10.797, -23.511)  0.358
H (21.656, 8.031, -23.723)  -0.196
H (22.886, 8.937, -24.564)  0.217
H (21.239, 8.974, -25.116)  0.441
H (20.572, 12.880, -20.114)  0.199
H (19.806, 11.373, -20.759)  0.235
H (20.499, 12.629, -21.859)  0.448
O (23.819, 3.315, -18.053)  -0.514
S (24.826, 2.753, -18.985)  1.042
O (25.646, 1.595, -18.635)  -0.624
O (24.186, 2.532, -20.486)  -0.382
C (22.991, 3.192, -20.754)  0.554
C (22.554, 2.919, -22.197)  -0.981
C (25.844, 4.139, -19.531)  -0.618
H (23.136, 4.269, -20.672)  -0.179
H (22.203, 2.996, -20.027)  0.294
H (23.336, 3.350, -22.823)  0.172
H (21.602, 3.402, -22.413)  0.103
H (22.470, 1.860, -22.441)  0.433
H (26.684, 3.736, -20.097)  0.378
H (26.238, 4.497, -18.580)  0.425
H (25.187, 4.861, -20.016)  -0.088
O (24.031, 6.605, -22.775)  -0.200
S (25.036, 5.746, -23.455)  0.926
O (26.037, 4.966, -22.691)  -0.578
O (24.264, 4.801, -24.664)  -0.407
C (23.040, 5.300, -25.050)  0.424
C (22.620, 4.543, -26.412)  -1.526
C (26.081, 6.900, -24.454)  -1.037
H (23.085, 6.361, -25.294)  0.086
H (22.383, 5.176, -24.188)  0.136
H (22.438, 3.469, -26.388)  0.363
H (23.351, 4.720, -27.201)  0.383
H (21.691, 5.030, -26.710)  0.389
H (25.467, 7.661, -24.936)  0.216
H (26.581, 6.332, -25.238)  0.388
H (26.763, 7.276, -23.691)  0.404
O (17.571, 13.236, -18.537)  -0.617
S (18.311, 12.594, -17.438)  1.121
O (17.525, 12.363, -16.226)  -0.637
O (18.946, 11.093, -17.941)  0.028
C (19.465, 10.232, -16.899)  -0.609
C (19.979, 8.972, -17.636)  -0.507
C (19.747, 13.601, -17.075)  -0.828
H (18.726, 10.042, -16.121)  0.381
H (20.297, 10.724, -16.395)  0.453
H (20.457, 8.304, -16.919)  0.395
H (20.748, 9.370, -18.298)  -0.235
H (19.175, 8.378, -18.071)  0.285
H (20.403, 13.476, -17.937)  0.163
H (20.191, 13.153, -16.186)  0.333
H (19.430, 14.632, -16.920)  0.404
O (29.080, 10.401, -21.853)  -0.588
S (27.822, 10.910, -21.328)  1.079
O (26.926, 11.726, -22.181)  -0.575
O (26.973, 9.601, -20.631)  -0.392
C (25.535, 9.699, -20.472)  -0.222
C (24.994, 8.396, -19.863)  -0.466
C (28.324, 11.948, -19.841)  -0.917
H (25.072, 9.864, -21.445)  0.278
H (25.234, 10.577, -19.900)  0.393
H (25.165, 7.670, -20.657)  -0.168
H (23.948, 8.469, -19.566)  0.106
H (25.519, 7.991, -18.998)  0.459
H (28.650, 12.887, -20.289)  0.365
H (29.094, 11.388, -19.310)  0.318
H (27.455, 12.264, -19.264)  0.311